# C2H15NO4

A structure of composition C2H15NO4 at a distorted geometry (ωB97M-V with the def2-TZVPD basis set, OMol25).

The geometry in XYZ format:
```
22
Properties=species:S:1:pos:R:3:forces:R:3:nbo_charge:R:1
H 0.433294 -0.046871 -0.379826 0.621 0.143 -1.979 0.482
O 1.397366 0.683878 -0.790107 -0.166 -0.452 0.834 -1.137
N -0.596619 -0.812445 -0.497105 -1.203 -1.516 0.974 -0.592
H 2.235404 0.200533 -0.880340 -0.393 0.254 0.528 0.469
H -0.795055 -1.244018 -1.423267 1.079 0.980 0.491 0.417
C -1.876800 -0.149111 -0.143138 -0.237 1.629 0.646 -0.446
H -1.923748 0.809211 -0.737196 -0.491 -1.377 0.050 0.227
H -2.772088 -0.812097 -0.140215 0.664 0.415 -0.740 0.201
H -1.893561 0.274614 0.876931 0.665 -0.538 -0.171 0.228
C -0.299010 -1.959902 0.424969 0.643 0.442 0.533 -0.445
H -0.826772 -2.858297 0.139807 -0.437 -0.134 0.049 0.191
H 0.778067 -2.216799 0.413728 -0.444 0.350 -0.302 0.206
H -0.505035 -1.629969 1.457498 -0.097 -0.318 -0.525 0.253
O 0.150139 2.051584 1.204264 -0.226 -1.706 -1.490 -0.983
H 0.684509 1.654759 0.451340 -0.530 -0.333 0.252 0.513
H 0.696037 2.791144 1.298797 0.966 2.280 0.929 0.471
O 0.671006 -0.177721 -3.118889 -2.308 -3.284 -3.538 -1.000
H 0.430846 0.330028 -3.892540 0.398 0.510 0.394 0.476
H 1.096423 0.231752 -2.430483 1.488 2.712 2.710 0.497
O 0.100896 -0.022542 2.873123 -1.678 -0.847 -0.271 -0.999
H 0.860162 -0.165414 3.400603 1.193 0.197 0.515 0.469
H 0.177449 0.741019 2.286779 0.492 0.591 0.112 0.501
```
Forces are in eV/Å.

Results
relative energy (zero: lowest compared OMol25 entry of this formula, charge and spin): 36.0 kcal per mole
total charge: 0
Kohn-Sham gap: 10.73 eV
highest occupied orbital energy: -9.97 eV



# C2H15NO4

A cluster of 5 separate species, C2H15NO4 in total at a distorted geometry (ωB97M-V with the def2-TZVPD basis set, OMol25).

The geometry in XYZ format:
```
22
Properties=species:S:1:pos:R:3:forces:R:3:nbo_charge:R:1
C 0.183636 -0.711723 -2.216661 0.175 1.884 0.164 -0.637
C -0.896815 -0.970064 -1.195795 -0.138 0.002 0.518 -0.218
N -0.706254 -0.058543 -0.024868 -0.321 -0.327 -0.325 -0.888
H 1.166626 -0.794113 -1.720719 -0.184 -0.892 -0.738 0.225
H -0.002845 -1.118423 -3.213222 0.544 -0.756 0.412 0.220
H 0.185762 0.369234 -2.427159 -0.299 0.030 0.062 0.201
H -1.907175 -0.765486 -1.624730 0.691 -0.501 0.325 0.177
H -0.777067 -1.985122 -0.769980 -0.606 0.128 -0.750 0.188
H -1.600062 -0.070135 0.459788 0.134 0.156 0.189 0.361
H -0.073916 -0.573303 0.590507 0.042 0.274 0.118 0.397
O -4.328956 0.121700 1.029399 -0.187 -0.499 0.207 -0.937
H -3.767489 0.880962 1.158466 0.181 0.417 -0.082 0.468
H -4.475051 0.033522 0.086049 0.034 0.122 -0.145 0.471
O 2.971861 0.617730 0.730389 -0.030 0.229 -0.311 -0.993
H 2.304947 1.220736 0.339606 0.229 0.087 0.450 0.511
H 3.787288 1.124539 0.765453 -0.004 -0.121 0.011 0.484
O 1.623804 -1.699628 1.080367 -0.675 0.237 -0.752 -0.996
H 2.146548 -0.880236 1.003107 0.339 -0.253 0.262 0.507
H 1.946169 -2.206440 1.813072 0.342 -0.159 0.522 0.473
O 0.939779 2.295314 0.128685 -0.902 0.536 -0.154 -1.004
H 0.372438 2.996272 0.500640 0.639 -0.413 -0.171 0.482
H 0.289116 1.609706 -0.150524 -0.002 -0.181 0.188 0.508
```
Forces are in eV/Å.

Results
relative energy (zero: lowest compared OMol25 entry of this formula, charge and spin): 12.4 kcal per mole
total charge: 0
Kohn-Sham gap: 10.42 eV
highest occupied orbital energy: -9.85 eV



# C2H15O5S

A cluster of 6 separate species, C2H15O5S in total at a distorted geometry (ωB97M-V with the def2-TZVPD basis set, OMol25).

The geometry in XYZ format:
```
23
Properties=species:S:1:pos:R:3:forces:R:3:nbo_charge:R:1
C 2.257150 -0.792374 -1.521378 0.502 -0.098 -0.721 -0.636
C 0.722487 -0.751984 -1.443057 0.054 0.405 -0.068 -0.600
S 0.250043 0.453121 -0.200002 -0.481 -0.546 -0.004 0.095
H 2.784289 -1.747547 -1.442702 -0.712 -0.315 -0.090 0.223
H 2.753405 -0.194552 -0.756857 -0.289 0.315 -0.137 0.231
H 2.483239 -0.400268 -2.514180 0.548 0.115 0.226 0.224
H 0.211264 -1.707388 -1.391594 0.104 -0.220 0.528 0.203
H 0.304110 -0.328496 -2.369980 0.268 0.073 0.069 0.241
H 0.735674 -3.680897 -0.242413 0.380 0.040 -0.257 0.464
H -0.587669 -3.094420 0.222069 -0.103 -0.029 0.015 0.462
O 0.001034 -3.843960 0.342784 -0.284 -0.084 0.275 -0.923
H -2.661014 -1.385875 -0.913896 0.088 -0.112 -0.024 0.467
H -2.257764 -1.393216 0.582893 0.077 0.047 -0.078 0.472
O -3.001215 -1.495085 -0.021454 -0.011 -0.040 0.147 -0.930
H 2.878805 0.725004 2.599064 -0.423 -1.290 0.297 0.473
H 1.719711 1.809144 2.327583 -0.469 -0.536 0.266 0.494
O 2.651675 1.612732 2.410171 0.785 1.858 -0.516 -0.969
H -0.607646 3.027630 0.949251 0.085 -0.088 -0.249 0.485
H 0.921457 2.800067 0.659631 -0.277 0.116 -0.320 0.484
O 0.276152 3.059193 1.324085 0.246 0.151 0.646 -0.957
H -2.715766 0.592071 -0.410919 -0.199 -0.620 0.676 0.470
H -2.438157 1.530185 -1.513579 -0.004 0.398 -0.337 0.454
O -3.086941 1.363446 -0.828174 0.115 0.460 -0.343 -0.928
```
Forces are in eV/Å.

Results
relative energy (zero: lowest compared OMol25 entry of this formula, charge and spin): 18.4 kcal per mole
total charge: 0
Kohn-Sham gap (spin up / spin down): 10.37 / 7.01 eV
highest occupied orbital energy (spin up / spin down): -10.31 / -9.93 eV
spin multiplicity: 2



# C2H15O6

A cluster of 6 separate species, C2H15O6 in total at a distorted geometry (ωB97M-V with the def2-TZVPD basis set, OMol25).

The geometry in XYZ format:
```
23
Properties=species:S:1:pos:R:3:forces:R:3:nbo_charge:R:1
C 1.075484 0.720205 2.226118 0.784 0.523 -1.518 -0.050
O 1.059032 -0.539519 1.596169 -0.027 -0.617 0.843 -0.805
C 0.260997 1.734811 1.420665 -1.912 -1.993 -0.636 -0.643
H 2.118627 1.052996 2.070183 -0.063 0.069 1.067 0.146
H 0.780205 0.663130 3.293983 0.177 0.052 -0.504 0.146
H 0.684477 1.927203 0.437500 0.226 -0.303 -0.076 0.210
H 0.117327 2.686236 1.862354 -0.165 0.894 0.881 0.192
H -0.755018 1.232971 1.225577 1.192 1.025 0.232 0.220
H 0.416094 -0.614844 0.836874 0.007 0.567 -0.086 0.510
H -0.393380 -1.707576 -0.593681 -0.688 0.252 -0.165 0.438
O -0.213275 -0.755374 -0.633323 -0.103 -1.002 0.412 -1.181
H -1.376670 -0.171333 -1.347953 -0.598 0.918 0.037 0.515
H -2.029534 1.087543 -2.192025 0.244 -0.149 0.035 0.456
O -2.236331 0.383991 -1.573022 0.014 -0.321 0.051 -1.055
H 2.035894 -0.621685 -2.668878 -0.554 0.132 0.080 0.492
H 0.816829 0.157728 -2.216080 0.105 -0.384 -0.148 0.491
O 1.395943 0.040858 -2.988194 0.286 0.394 -0.149 -1.001
H 2.518229 -1.857346 -0.505667 0.552 -0.220 -0.166 0.458
H 1.103517 -1.591884 -0.828084 1.356 -0.025 -1.797 0.494
O 1.964647 -1.990593 -1.284568 -0.874 0.228 1.704 -1.022
H -2.717411 -1.271614 0.823686 0.180 0.200 -0.176 0.468
H -3.164797 0.097377 0.227025 -0.192 -1.453 0.511 0.509
O -3.460884 -0.663283 0.811341 0.054 1.211 -0.431 -0.987
```
Forces are in eV/Å.

Results
relative energy (zero: lowest compared OMol25 entry of this formula, charge and spin): 21.5 kcal per mole
total charge: -1
Kohn-Sham gap: 9.78 eV
highest occupied orbital energy: -6.10 eV